#A
Entry from the OMol25 dataset: a molecular structure, C48H109MnN14O14 (ωB97M-V with the def2-TZVPD basis set).

The geometry in ORCA input format:
```
! wB97M-V def2-TZVPD RIJCOSX def2/J DEFGRID3
* xyz 1 6
Mn -2.432 -1.921 -3.371
C 1.464 -1.774 -1.040
C 0.581 -0.851 -0.198
C 1.619 0.178 0.458
C 0.889 1.366 1.165
C 0.045 2.086 0.040
C -1.041 1.098 -0.487
N -0.622 -0.280 -0.841
O -1.511 -1.129 -1.535
C -1.414 1.831 -1.852
C -2.244 1.210 0.490
C 0.098 -1.742 0.987
H 1.948 -1.299 -1.893
H 0.885 -2.567 -1.514
H 2.322 -2.076 -0.441
H 2.375 0.508 -0.255
H 2.147 -0.411 1.208
H 1.466 2.186 1.593
H 0.313 0.901 1.966
H 0.774 2.378 -0.716
H -0.275 3.006 0.529
H -0.566 1.846 -2.537
H -1.533 2.907 -1.720
H -2.193 1.332 -2.428
H -2.319 2.076 1.148
H -2.116 0.326 1.115
H -3.209 1.156 -0.014
H -0.516 -2.580 0.657
H -0.615 -1.266 1.661
H 0.795 -2.107 1.741
C 0.239 -4.972 -4.960
C -0.401 -4.663 -3.660
O -1.009 -3.625 -3.465
N -0.336 -5.546 -2.661
C -0.750 -5.464 -1.229
H 0.995 -5.742 -4.809
H 0.754 -4.059 -5.262
H -0.451 -5.358 -5.711
H 0.198 -6.337 -2.993
H -1.174 -4.460 -1.253
H 0.148 -5.647 -0.640
H -1.526 -6.227 -1.180
C 2.930 -4.573 -0.341
C 3.303 -6.094 -0.141
O 2.978 -6.818 0.842
N 4.183 -6.547 -0.976
C 4.677 -7.954 -1.099
H 3.838 -4.013 -0.562
H 2.649 -4.113 0.606
H 2.316 -4.460 -1.235
H 4.699 -5.883 -1.534
H 3.981 -8.690 -0.696
H 5.552 -7.973 -0.450
H 4.834 -8.181 -2.153
C 6.380 3.027 0.421
C 5.206 2.503 1.226
O 5.302 1.594 2.051
N 3.973 3.082 1.046
C 3.635 4.275 0.329
H 6.324 4.097 0.222
H 6.486 2.541 -0.549
H 7.276 2.820 1.007
H 3.209 2.609 1.507
H 4.120 4.444 -0.633
H 3.896 5.174 0.888
H 2.551 4.292 0.212
C 3.694 -0.322 4.328
C 2.641 0.117 5.350
O 2.953 0.090 6.526
N 1.469 0.727 5.028
C 0.510 1.310 5.998
H 3.233 -0.677 3.407
H 4.198 -1.231 4.655
H 4.382 0.475 4.045
H 1.168 1.088 4.134
H 0.665 0.950 7.015
H -0.520 1.033 5.771
H 0.561 2.395 5.910
C -3.007 -2.334 2.126
C -3.549 -1.778 3.440
O -4.364 -2.410 4.082
N -3.130 -0.534 3.776
C -3.656 0.108 5.031
H -2.063 -2.861 2.265
H -3.134 -1.694 1.254
H -3.768 -3.081 1.898
H -2.633 0.053 3.121
H -3.058 1.009 5.164
H -3.629 -0.490 5.942
H -4.695 0.345 4.801
C 1.288 -7.185 6.445
C 0.946 -6.699 5.040
O 0.324 -7.392 4.188
N 1.275 -5.487 4.808
C 0.823 -4.829 3.529
H 0.349 -7.343 6.975
H 2.040 -6.695 7.065
H 1.634 -8.218 6.414
H 1.984 -5.114 5.423
H 0.086 -5.467 3.041
H 1.695 -4.501 2.962
H 0.051 -4.083 3.713
C -6.593 -1.004 2.553
C -6.698 -0.220 1.246
O -5.770 -0.252 0.397
N -7.906 0.384 1.070
C -8.310 1.171 -0.151
H -7.596 -1.152 2.953
H -5.932 -0.354 3.126
H -6.209 -2.024 2.583
H -8.647 0.222 1.737
H -9.270 0.950 -0.619
H -7.611 0.979 -0.965
H -8.297 2.261 -0.146
C 4.138 1.194 -2.157
C 5.501 1.190 -2.777
O 6.087 2.258 -2.962
N 6.171 0.031 -2.927
C 7.529 -0.249 -3.340
H 3.322 0.683 -2.667
H 3.765 2.121 -1.719
H 4.441 0.720 -1.223
H 5.742 -0.720 -2.405
H 8.096 0.675 -3.230
H 7.519 -0.727 -4.320
H 7.909 -0.896 -2.550
C 0.140 5.455 -2.810
C 1.076 6.554 -3.005
O 1.240 7.389 -2.136
N 1.764 6.461 -4.199
C 2.658 7.424 -4.768
H -0.729 5.813 -3.362
H -0.116 5.293 -1.763
H 0.659 4.612 -3.266
H 1.391 5.832 -4.895
H 2.345 7.767 -5.754
H 3.580 6.931 -5.077
H 3.075 8.214 -4.143
C -0.827 8.829 0.003
C -1.449 7.587 0.689
O -1.187 7.421 1.864
N -2.134 6.740 -0.062
C -2.630 5.494 0.503
H 0.223 9.068 0.171
H -1.480 9.702 0.022
H -0.677 8.530 -1.035
H -2.344 6.816 -1.047
H -2.036 5.051 1.302
H -2.346 4.727 -0.217
H -3.705 5.517 0.681
C -5.165 1.534 -3.441
C -4.964 0.177 -3.971
O -3.970 -0.518 -3.564
N -5.840 -0.207 -4.916
C -5.771 -1.444 -5.722
H -5.740 2.201 -4.083
H -4.192 1.974 -3.224
H -5.677 1.519 -2.479
H -6.549 0.336 -5.387
H -5.767 -2.372 -5.151
H -5.020 -1.366 -6.508
H -6.743 -1.488 -6.214
C 4.298 -2.924 -3.559
C 5.552 -3.081 -2.767
O 5.469 -2.652 -1.703
N 6.498 -3.862 -3.188
C 7.658 -4.063 -2.256
H 4.459 -3.196 -4.602
H 3.937 -1.896 -3.517
H 3.562 -3.626 -3.169
H 6.574 -4.282 -4.103
H 8.385 -3.277 -2.459
H 8.098 -5.060 -2.227
H 7.371 -3.947 -1.211
C -8.225 4.024 2.236
C -6.777 4.133 2.602
O -6.388 5.251 2.842
N -6.088 2.975 2.412
C -4.592 2.949 2.697
H -8.657 3.063 2.513
H -8.379 4.222 1.175
H -8.912 4.694 2.754
H -6.436 2.071 2.126
H -4.162 2.876 1.699
H -4.349 2.141 3.388
H -4.239 3.927 3.021
*
```

Calculated values
LUMO (spin up / spin down) (eV): -3.45 / -4.02
HOMO energy (spin up / spin down) (eV): -9.07 / -8.71


#B
Entry from the OMol25 dataset: a molecular structure, C48H109MnN14O14 (ωB97M-V with the def2-TZVPD basis set).

The geometry in ORCA input format:
```
! wB97M-V def2-TZVPD RIJCOSX def2/J DEFGRID3
* xyz 1 6
Mn 3.847 -0.024 -0.251
C -0.585 2.281 0.415
C 0.009 1.126 1.281
C -1.029 0.447 2.188
C -2.074 -0.366 1.438
C -1.252 -1.424 0.738
C -0.143 -0.905 -0.199
N 0.701 0.123 0.449
O 1.800 0.579 -0.227
C -0.846 -0.434 -1.482
C 0.714 -2.123 -0.551
C 1.010 1.726 2.265
H -0.398 3.197 0.979
H -1.676 2.201 0.381
H -0.215 2.312 -0.606
H -1.357 1.169 2.944
H -0.496 -0.234 2.862
H -2.614 0.351 0.813
H -2.854 -0.845 2.034
H -1.869 -2.125 0.170
H -0.808 -2.088 1.489
H -1.296 0.548 -1.286
H -1.715 -0.960 -1.881
H -0.163 -0.180 -2.299
H 0.325 -2.742 -1.367
H 0.863 -2.792 0.305
H 1.730 -1.866 -0.871
H 0.509 2.392 2.970
H 1.746 2.344 1.750
H 1.412 0.869 2.807
C 5.287 2.304 -4.060
C 4.041 1.820 -3.311
O 4.154 1.064 -2.357
N 2.909 2.411 -3.727
C 1.624 2.335 -3.032
H 5.661 3.153 -3.493
H 5.038 2.573 -5.086
H 5.964 1.455 -4.123
H 2.985 3.249 -4.278
H 1.424 3.117 -2.303
H 1.421 1.338 -2.644
H 0.885 2.411 -3.835
C 1.999 0.280 -6.424
C 0.543 0.573 -6.017
O 0.165 1.746 -6.085
N -0.393 -0.381 -5.857
C -0.183 -1.728 -5.342
H 2.068 -0.704 -6.888
H 2.523 0.325 -5.467
H 2.369 1.032 -7.110
H -1.361 -0.069 -5.880
H 0.860 -2.011 -5.475
H -0.733 -2.475 -5.913
H -0.481 -1.744 -4.294
C 0.184 -5.922 3.503
C -0.859 -5.184 2.690
O -1.529 -4.327 3.264
N -0.969 -5.491 1.394
C -2.007 -4.940 0.536
H -0.392 -6.366 4.312
H 1.012 -5.287 3.801
H 0.587 -6.724 2.877
H -0.356 -6.164 0.958
H -1.752 -4.522 -0.435
H -2.525 -4.185 1.127
H -2.744 -5.741 0.423
C 1.310 7.460 5.078
C 0.898 6.027 4.927
O 1.761 5.160 4.839
N -0.426 5.775 4.906
C -1.097 4.503 4.977
H 2.072 7.532 5.861
H 0.543 8.166 5.390
H 1.938 7.735 4.229
H -1.017 6.572 5.068
H -2.044 4.576 5.517
H -0.637 3.639 5.451
H -1.377 4.268 3.945
C 3.286 -3.033 -3.433
C 4.364 -2.477 -2.552
O 4.129 -1.651 -1.669
N 5.581 -2.977 -2.769
C 6.781 -2.532 -2.060
H 3.552 -4.082 -3.598
H 3.281 -2.534 -4.401
H 2.297 -3.105 -2.987
H 5.787 -3.477 -3.618
H 7.468 -3.373 -2.130
H 6.521 -2.318 -1.027
H 7.201 -1.664 -2.569
C 4.381 1.876 3.232
C 4.560 2.364 1.816
O 4.166 1.654 0.853
N 5.017 3.567 1.539
C 5.001 4.234 0.243
H 3.385 1.484 3.401
H 4.567 2.711 3.910
H 5.160 1.139 3.431
H 5.582 3.974 2.273
H 4.002 4.251 -0.182
H 5.717 3.728 -0.405
H 5.330 5.257 0.406
C -2.428 4.661 -6.241
C -2.603 4.205 -4.811
O -3.494 4.578 -4.053
N -1.715 3.242 -4.447
C -1.877 2.477 -3.227
H -1.500 5.248 -6.218
H -3.140 5.374 -6.641
H -2.234 3.778 -6.847
H -1.279 2.761 -5.226
H -0.958 1.942 -2.996
H -2.662 1.748 -3.430
H -2.081 3.057 -2.330
C -4.914 -0.272 -3.552
C -4.285 -0.267 -4.947
O -3.053 -0.253 -5.044
N -5.100 -0.284 -6.001
C -4.628 0.133 -7.307
H -5.829 -0.875 -3.590
H -5.134 0.775 -3.361
H -4.341 -0.844 -2.830
H -6.082 -0.125 -5.844
H -5.245 0.939 -7.714
H -4.762 -0.656 -8.052
H -3.608 0.487 -7.406
C 4.530 -3.804 1.369
C 3.777 -2.542 1.763
O 4.112 -1.475 1.239
N 2.786 -2.665 2.644
C 1.965 -1.528 3.104
H 5.539 -3.524 1.088
H 3.994 -4.249 0.531
H 4.502 -4.505 2.204
H 2.708 -3.462 3.253
H 1.481 -1.790 4.039
H 1.226 -1.418 2.302
H 2.551 -0.612 3.105
C -0.324 -4.361 7.189
C -0.203 -2.935 6.720
O 0.702 -2.203 7.079
N -1.239 -2.568 5.910
C -1.322 -1.199 5.396
H 0.294 -4.945 6.498
H -1.322 -4.788 7.120
H 0.096 -4.514 8.180
H -2.059 -3.129 6.047
H -1.619 -0.640 6.287
H -2.052 -1.084 4.600
H -0.337 -0.888 5.060
C -2.190 5.674 -0.672
C -3.450 6.415 -0.420
O -3.525 7.272 0.458
N -4.524 6.083 -1.183
C -5.849 6.617 -0.963
H -2.220 4.672 -0.233
H -1.329 6.065 -0.125
H -1.857 5.671 -1.711
H -4.218 5.582 -2.007
H -6.462 5.801 -0.572
H -6.362 6.858 -1.897
H -5.885 7.511 -0.353
C -4.670 1.894 4.817
C -5.184 0.482 5.123
O -5.806 -0.140 4.284
N -4.842 0.059 6.351
C -5.293 -1.180 6.912
H -4.150 2.458 5.593
H -5.547 2.473 4.529
H -3.957 1.808 3.996
H -4.340 0.713 6.918
H -5.012 -1.278 7.956
H -5.024 -2.051 6.308
H -6.389 -1.225 6.874
C 1.767 -5.730 -1.222
C 1.199 -7.059 -0.825
O 1.206 -7.467 0.335
N 0.709 -7.823 -1.827
C 0.209 -9.181 -1.780
H 2.821 -5.673 -0.960
H 1.282 -4.909 -0.691
H 1.568 -5.566 -2.282
H 0.421 -7.299 -2.640
H 0.457 -9.638 -0.823
H 0.735 -9.847 -2.469
H -0.852 -9.246 -2.009
*
```

Calculated values
LUMO (spin up / spin down) (eV): -1.79 / -1.81
HOMO energy (spin up / spin down) (eV): -7.75 / -7.78


Which one sits at the top of the stability order? #B does.


#A
Entry from the OMol25 dataset: a gas-phase ion, C3H2FO3 (charge -1) (ωB97M-V with the def2-TZVPD basis set).

The geometry in ORCA input format:
```
! wB97M-V def2-TZVPD RIJCOSX def2/J DEFGRID3
* xyz -1 1
C 2.712 -0.310 -0.009
C 0.251 -0.041 0.260
C 1.525 0.699 0.297
O 2.672 -1.323 0.667
O 3.360 -0.049 -1.003
O 0.644 0.402 1.583
F 1.426 2.032 0.076
H -0.648 0.562 0.030
H 0.362 -1.110 -0.012
*
```

Calculated values
LUMO (eV): 4.29
SMILES: O=C([O-])[C@@]1(F)CO1
HOMO energy (eV): -4.73


#B
Entry from the OMol25 dataset: a gas-phase ion, C3H2FO3 (charge -1) (ωB97M-V with the def2-TZVPD basis set).

The geometry in ORCA input format:
```
! wB97M-V def2-TZVPD RIJCOSX def2/J DEFGRID3
* xyz -1 1
C 1.229 0.651 0.030
C -1.227 -0.060 -0.180
C 0.051 -0.650 0.019
O 1.412 1.080 1.143
O 1.679 0.850 -1.073
O -1.853 0.219 -1.164
F -1.830 0.295 1.049
H 0.175 -1.115 0.990
H 0.364 -1.269 -0.813
*
```

Calculated values
LUMO (eV): 4.21
SMILES: O=C([O-])CC(=O)F
HOMO energy (eV): -4.53


#C
Entry from the OMol25 dataset: a gas-phase ion, C3H2FO3 (charge -1) (ωB97M-V with the def2-TZVPD basis set).

The geometry in ORCA input format:
```
! wB97M-V def2-TZVPD RIJCOSX def2/J DEFGRID3
* xyz -1 1
C 0.016 0.294 1.528
C 0.662 -0.103 -1.488
C -0.851 -0.237 0.317
O -0.157 -0.153 2.628
O 0.896 1.110 1.190
O -0.474 -0.287 -0.927
F -2.273 -0.383 0.214
H 1.484 0.377 -1.091
H 0.697 -0.617 -2.371
*
```

Calculated values
LUMO (spin up / spin down) (eV): 4.17 / 4.21
HOMO energy (spin up / spin down) (eV): -3.06 / -3.37


Which one sits at the top of the stability order? #B does.